# 1
Computed, not measured: a cluster of 10 separate species, C27H55Br4N6O16 in total in a non-equilibrium geometry, with wB97M-V/def2-TZVPD.

## Properties
<S²>: 0.757
LUMO (alpha / beta): -0.5559 / -1.8159 eV
Kohn-Sham gap (alpha / beta): 0.22951 / 0.18237 hartree
HOMO level (alpha / beta): -6.80 / -6.78 eV

ORCA input file:
```
! RIJCOSX wB97M-V def2-TZVPD def2/J DEFGRID3
* xyz 0 2
C -0.02 0.19 1.12
C -1.27 -0.76 0.88
N -1.44 -1.37 -0.56
C -2.95 -1.78 -0.68
C -1.12 -0.39 -1.79
C -1.83 1.03 -1.73
C -0.62 -2.69 -0.76
C 0.86 -2.75 -0.24
O 1.61 -1.81 -1.00
C 2.98 -1.68 -0.63
H 0.88 -0.42 1.18
H -0.23 0.91 1.91
H 0.33 0.63 0.18
H -2.20 -0.20 1.02
H -1.34 -1.58 1.59
H -3.00 -2.48 0.16
H -2.87 -2.23 -1.67
H -3.57 -0.89 -0.59
H -1.45 -0.85 -2.72
H -0.05 -0.20 -1.87
H -2.88 0.91 -2.00
H -1.14 1.61 -2.35
H -1.81 1.45 -0.73
H -0.68 -2.91 -1.82
H -1.19 -3.48 -0.27
H 1.06 -3.81 -0.38
H 0.95 -2.52 0.82
H 3.05 -0.84 0.07
H 3.54 -1.52 -1.55
H 3.34 -2.56 -0.09
C -3.43 -6.58 2.10
C -2.13 -6.40 1.62
C -1.25 -5.28 1.99
O 0.07 -5.24 1.85
C -1.79 -4.23 2.65
C -3.18 -4.23 3.07
C -4.02 -5.55 2.93
O -5.14 -5.52 3.50
O -3.77 -3.21 3.50
O -1.66 -7.37 0.88
H -3.91 -7.53 1.89
H -1.13 -3.54 3.15
C -5.08 1.51 -5.04
N -5.00 0.83 -3.67
O -4.35 -0.20 -3.64
O -5.49 1.47 -2.77
H -5.83 2.29 -4.88
H -5.46 0.83 -5.81
H -4.11 1.98 -5.15
C -5.39 4.79 0.32
N -4.24 3.95 0.73
O -4.42 3.26 1.69
O -3.27 3.94 -0.06
H -5.28 5.71 0.89
H -6.30 4.24 0.57
H -5.57 4.99 -0.74
C 2.60 -3.83 -4.37
N 1.22 -3.80 -3.83
O 0.63 -2.71 -3.72
O 0.72 -4.88 -3.58
H 3.12 -3.61 -3.44
H 2.69 -3.13 -5.19
H 2.94 -4.83 -4.64
C -0.60 3.99 1.73
N 0.64 4.09 2.56
O 1.65 3.73 1.98
O 0.56 4.39 3.75
H -1.35 4.62 2.21
H -0.92 2.95 1.72
H -0.36 4.33 0.73
C 2.59 3.45 -3.24
N 2.45 2.51 -2.15
O 2.26 3.10 -1.06
O 2.51 1.30 -2.26
H 3.29 4.26 -3.05
H 1.64 3.97 -3.38
H 2.84 3.14 -4.26
Br -0.65 3.11 -4.49
C -0.06 2.09 -6.05
C -1.29 1.47 -6.66
Br -1.78 -0.11 -5.52
H 0.56 1.30 -5.63
H 0.56 2.73 -6.68
H -0.91 1.01 -7.57
H -2.16 2.10 -6.86
Br 2.00 2.01 6.40
C 1.00 0.45 5.70
C 1.72 -0.20 4.63
Br 0.63 -1.66 3.91
H 0.04 0.88 5.40
H 0.78 -0.14 6.59
H 2.62 -0.65 5.04
H 1.88 0.55 3.86
C 4.87 1.24 1.22
C 4.30 1.10 2.70
O 5.43 1.44 3.51
C 5.06 1.60 4.93
C 6.43 1.29 5.62
H 4.07 1.46 0.51
H 5.51 2.12 1.29
H 5.43 0.37 0.86
H 3.58 1.87 2.97
H 3.97 0.12 3.03
H 4.83 2.66 4.99
H 4.28 1.00 5.40
H 6.76 0.26 5.53
H 6.36 1.72 6.62
H 7.25 1.83 5.14
*
```

# 2
Computed, not measured: the ion C33H42Br2F3N2O2 with charge +1 in a non-equilibrium geometry, with wB97M-V/def2-TZVPD.

## Properties
LUMO: -1.9961 eV
Kohn-Sham gap: 0.34461 hartree
HOMO level: -11.37 eV

ORCA input file:
```
! RIJCOSX wB97M-V def2-TZVPD def2/J DEFGRID3
* xyz 1 1
C -4.22 2.92 3.06
C -2.80 3.45 3.25
C -1.88 2.95 2.12
C -1.46 1.49 2.33
C -0.71 1.27 3.66
C -0.73 0.91 1.15
C 0.59 0.71 0.90
C 1.80 1.07 1.68
C 2.54 -0.13 2.24
C 1.92 -1.36 2.45
C 2.66 -2.43 2.94
C 4.02 -2.31 3.22
C 4.83 -3.47 3.73
C 4.64 -1.07 3.00
C 3.90 0.00 2.52
N 0.70 0.04 -0.32
C 2.00 -0.37 -0.87
C 2.18 -0.16 -2.37
O 1.85 -1.28 -3.17
C 2.70 -2.35 -3.01
O 2.38 -3.25 -2.31
C 3.99 -2.33 -3.77
C 4.65 -3.71 -3.78
C -0.53 -0.15 -0.81
C -0.93 -0.87 -2.05
C -0.67 -2.39 -2.02
C -1.79 -3.28 -1.52
F -1.48 -4.54 -1.91
Br -3.49 -2.88 -2.36
C -1.84 -3.34 0.08
F -1.55 -4.58 0.46
F -0.87 -2.55 0.57
Br -3.51 -2.90 0.98
N -1.40 0.40 0.02
C -2.85 0.48 -0.19
C -3.19 1.51 -1.26
C -4.32 1.29 -2.05
C -4.65 2.21 -3.04
C -3.88 3.34 -3.26
C -2.74 3.57 -2.49
C -1.86 4.78 -2.69
C -2.41 2.64 -1.51
H -4.28 1.84 3.09
H -4.61 3.28 2.11
H -4.89 3.29 3.83
H -2.82 4.53 3.24
H -2.44 3.11 4.22
H -2.48 2.99 1.22
H -1.00 3.59 2.02
H -2.37 0.91 2.43
H 0.03 0.48 3.60
H -1.42 0.96 4.42
H -0.27 2.21 3.99
H 1.56 1.80 2.45
H 2.48 1.59 1.01
H 0.86 -1.46 2.23
H 2.19 -3.39 3.09
H 5.89 -3.25 3.69
H 4.59 -3.64 4.78
H 4.62 -4.38 3.19
H 5.70 -0.95 3.19
H 4.39 0.95 2.36
H 2.76 0.21 -0.37
H 2.18 -1.40 -0.58
H 3.23 0.10 -2.53
H 1.61 0.69 -2.72
H 3.84 -2.01 -4.80
H 4.68 -1.63 -3.29
H 3.93 -4.49 -3.99
H 5.10 -3.92 -2.82
H 5.40 -3.75 -4.57
H -1.95 -0.61 -2.28
H -0.34 -0.47 -2.87
H -0.43 -2.72 -3.02
H 0.20 -2.61 -1.40
H -3.32 0.70 0.76
H -3.17 -0.47 -0.60
H -4.94 0.42 -1.91
H -5.52 2.03 -3.65
H -4.14 4.06 -4.03
H -1.23 4.89 -1.81
H -2.47 5.68 -2.73
H -1.24 4.71 -3.57
H -1.52 2.80 -0.92
*
```

# 3
Computed, not measured: an isolated molecule of C26H35N3O4 in a non-equilibrium geometry, with wB97M-V/def2-TZVPD.

## Properties
Energy above the lowest of the compared OMol25 structures with the same formula, charge and spin: 194.2 kJ/mol
LUMO: 0.4372 eV
Kohn-Sham gap: 0.30432 hartree
HOMO level: -7.84 eV

ORCA input file:
```
! RIJCOSX wB97M-V def2-TZVPD def2/J DEFGRID3
* xyz 0 1
C -1.47 6.24 -3.40
C -1.68 4.90 -4.09
C -0.38 4.19 -4.43
C 0.40 3.73 -3.19
O 1.50 2.97 -3.64
C 2.36 2.45 -2.73
C 2.24 2.60 -1.35
C 3.17 2.01 -0.51
C 4.23 1.27 -1.02
C 5.26 0.64 -0.16
O 6.44 0.58 -0.45
N 4.82 0.08 1.01
N 3.53 -0.05 1.33
C 3.17 -0.62 2.41
C 1.77 -0.74 2.74
C 1.36 -1.29 3.95
C 0.01 -1.39 4.22
C -0.97 -0.95 3.33
O -2.24 -1.10 3.77
C -3.34 -1.30 2.91
C -3.70 -2.80 2.75
N -2.94 -3.59 1.81
C -2.97 -3.14 0.44
C -2.55 -4.29 -0.48
C -1.16 -4.78 -0.10
C -1.14 -5.15 1.38
C -1.60 -3.96 2.21
C -0.55 -0.36 2.11
O -1.50 0.12 1.25
C -1.08 0.78 0.08
C 0.81 -0.28 1.84
C 4.37 1.16 -2.40
C 3.44 1.73 -3.25
H -0.82 6.88 -4.00
H -1.02 6.12 -2.42
H -2.42 6.75 -3.26
H -2.23 5.06 -5.01
H -2.29 4.26 -3.45
H 0.26 4.84 -5.02
H -0.59 3.30 -5.03
H 0.75 4.60 -2.62
H -0.25 3.12 -2.55
H 1.44 3.17 -0.92
H 3.07 2.14 0.56
H 5.54 -0.34 1.61
H 3.90 -1.03 3.13
H 2.08 -1.64 4.67
H -0.33 -1.82 5.15
H -3.19 -0.84 1.93
H -4.18 -0.81 3.40
H -4.75 -2.84 2.43
H -3.63 -3.27 3.73
H -3.99 -2.82 0.20
H -2.29 -2.29 0.27
H -2.58 -3.96 -1.52
H -3.27 -5.11 -0.36
H -0.88 -5.63 -0.72
H -0.43 -3.98 -0.28
H -0.14 -5.45 1.69
H -1.82 -5.99 1.55
H -1.61 -4.23 3.27
H -0.88 -3.14 2.08
H -1.99 1.11 -0.41
H -0.52 0.11 -0.59
H -0.46 1.65 0.32
H 1.17 0.15 0.92
H 5.21 0.61 -2.80
H 3.53 1.64 -4.32
*
```

# 4
Computed, not measured: the ion C7H17N4O2 with charge +1 in a non-equilibrium geometry, with wB97M-V/def2-TZVPD.

## Properties
Energy above the lowest of the compared OMol25 structures with the same formula, charge and spin: 0.0 kJ/mol
LUMO: -4.4340 eV
Kohn-Sham gap: 0.29043 hartree
HOMO level: -12.34 eV

ORCA input file:
```
! RIJCOSX wB97M-V def2-TZVPD def2/J DEFGRID3
* xyz 1 1
C 3.34 -1.14 0.15
C 2.85 0.08 -0.56
O 3.04 0.33 -1.71
O 2.16 1.03 0.18
C 1.36 0.66 1.29
N 0.20 1.56 1.28
C -0.44 1.81 0.07
N -0.18 2.97 -0.53
N -1.35 0.92 -0.42
C -0.77 -0.27 -1.15
C -1.68 -1.49 -1.05
C -2.15 -1.83 0.36
N -3.34 -1.07 0.75
H 2.52 -1.70 0.59
H 4.04 -0.90 0.94
H 3.79 -1.78 -0.61
H 1.02 -0.37 1.24
H 1.90 0.85 2.22
H 0.49 2.47 1.63
H -0.92 3.50 -0.98
H 0.76 3.33 -0.55
H -1.93 1.42 -1.09
H -0.64 0.01 -2.19
H 0.21 -0.52 -0.74
H -2.54 -1.32 -1.70
H -1.13 -2.34 -1.45
H -2.41 -2.88 0.39
H -1.32 -1.67 1.07
H -3.09 -0.14 1.04
H -3.77 -1.51 1.55
*
```